(1)
Here is C42H36FN4O8PtSb as an isolated structure from the Open Molecules 2025 dataset. Energies are from the ωB97M-V functional and the def2-TZVPD basis.

CARTESIAN COORDINATES (ANGSTROEM)
Pt1 -0.160 0.691 -0.011
O1 3.095 0.638 4.954
C1 2.311 0.688 3.877
C2 1.328 1.671 3.695
C3 0.586 1.629 2.540
N1 0.814 0.683 1.640
C4 1.740 -0.271 1.773
C5 2.517 -0.300 2.901
C6 1.833 -1.191 0.555
O2 2.634 -2.077 0.484
O3 0.943 -0.913 -0.406
C7 -0.512 2.580 2.101
O4 -0.861 3.516 2.761
O5 -1.049 2.258 0.919
H1 2.893 1.348 5.575
H2 1.130 2.452 4.418
H3 3.275 -1.064 3.013
F1 -5.637 -2.798 2.577
C8 -5.269 -2.784 1.277
C9 -4.282 -1.929 0.902
C10 -3.862 -1.858 -0.429
C11 -2.805 -0.916 -0.783
O6 -2.343 -0.138 0.076
C12 -2.395 -0.933 -2.140
C13 -3.035 -1.771 -3.008
N2 -4.033 -2.621 -2.701
C14 -4.575 -3.360 -3.843
C15 -5.004 -4.791 -3.838
C16 -6.017 -3.684 -4.052
C17 -4.468 -2.692 -1.376
C18 -5.477 -3.572 -0.959
C19 -5.917 -3.633 0.355
N3 -6.930 -4.537 0.722
C20 -7.950 -4.940 -0.227
C21 -8.074 -6.456 -0.205
N4 -8.087 -6.933 1.242
C22 -8.408 -5.817 2.197
C23 -7.324 -4.750 2.118
C24 -1.343 -0.065 -2.757
O7 -1.166 -0.099 -3.955
O8 -0.612 0.732 -1.998
H4 -3.822 -1.278 1.634
H5 -2.721 -1.745 -4.042
H6 -4.044 -3.053 -4.730
H7 -4.988 -5.351 -2.915
H8 -4.713 -5.379 -4.697
H9 -6.729 -3.445 -3.276
H10 -6.405 -3.539 -5.050
H11 -5.915 -4.244 -1.671
H12 -7.705 -4.642 -1.241
H13 -8.910 -4.465 0.001
H14 -7.215 -6.926 -0.678
H15 -8.985 -6.804 -0.686
H16 -7.170 -7.313 1.479
H17 -8.755 -7.695 1.353
H18 -8.461 -6.228 3.202
H19 -9.394 -5.452 1.924
H20 -6.457 -5.076 2.692
H21 -7.717 -3.855 2.604
C25 -0.054 6.886 1.129
C26 -1.047 6.184 0.454
C27 -0.748 4.987 -0.170
C28 0.561 4.506 -0.130
C29 1.554 5.191 0.563
C30 1.239 6.394 1.185
Sb1 1.060 2.713 -1.067
C31 0.770 3.015 -3.099
C32 1.286 2.096 -4.008
C33 1.193 2.370 -5.361
C34 0.576 3.538 -5.794
C35 0.055 4.442 -4.882
C36 0.145 4.185 -3.520
C37 3.137 2.560 -0.877
C38 3.859 3.584 -1.492
C39 5.244 3.581 -1.417
C40 5.903 2.559 -0.745
C41 5.183 1.534 -0.151
C42 3.797 1.533 -0.217
H22 -0.296 7.817 1.623
H23 -2.059 6.566 0.427
H24 -1.532 4.429 -0.666
H25 2.565 4.808 0.620
H26 2.007 6.939 1.717
H27 1.743 1.174 -3.674
H28 1.591 1.666 -6.078
H29 0.499 3.742 -6.854
H30 -0.419 5.352 -5.225
H31 -0.249 4.899 -2.809
H32 3.355 4.379 -2.031
H33 5.808 4.374 -1.889
H34 6.984 2.557 -0.698
H35 5.699 0.727 0.353
H36 3.248 0.719 0.224

Net charge: +2
HOMO level: -12.79 eV
Electronic energy: -78965.4243 eV

=====

(2)
Here is a 2-piece molecular cluster, C9H13Cl2N2O3S overall from the Open Molecules 2025 dataset. Energies are from the ωB97M-V functional and the def2-TZVPD basis.

CARTESIAN COORDINATES (ANGSTROEM)
O1 -3.831 -0.105 3.185
C1 -2.897 -0.301 2.516
Cl1 -3.008 -1.021 0.920
C2 -1.512 0.211 2.835
N1 -1.387 1.542 2.224
C3 -1.861 2.727 2.736
C4 -1.576 3.692 1.820
N2 -0.933 3.070 0.790
Cl2 -0.352 3.804 -0.608
C5 -0.829 1.760 1.033
H1 -0.741 -0.416 2.407
H2 -1.389 0.294 3.904
H3 -2.359 2.802 3.678
H4 -1.798 4.735 1.887
H5 -0.380 0.985 0.434
C6 2.818 -2.178 -1.985
C7 1.566 -2.655 -2.736
C8 0.350 -2.010 -2.056
S1 0.945 -0.466 -1.363
O2 0.838 -0.530 0.089
O3 0.364 0.658 -2.055
C9 2.658 -0.669 -1.821
H6 3.731 -2.419 -2.525
H7 2.872 -2.656 -1.005
H8 1.618 -2.334 -3.777
H9 1.482 -3.739 -2.732
H10 -0.455 -1.787 -2.751
H11 -0.026 -2.615 -1.232
H12 3.290 -0.236 -1.049
H13 2.800 -0.143 -2.764

Net charge: +1
HOMO level: -13.64 eV
Electronic energy: -54539.1477 eV

=====

(3)
Here is a 3-piece molecular cluster, CH2NO3P overall from the Open Molecules 2025 dataset. Energies are from the ωB97M-V functional and the def2-TZVPD basis.

CARTESIAN COORDINATES (ANGSTROEM)
C1 -2.779 -0.705 4.369
N1 -2.046 -1.080 5.202
O1 -2.950 2.254 0.246
O2 -3.552 -0.311 3.525
O3 -1.881 0.014 -0.114
P1 -3.105 0.764 0.364
H1 1.052 -1.016 -0.534
H2 0.422 -1.064 -0.187

Net charge: -2
HOMO level: -0.56 eV
Electronic energy: -17991.3408 eV